Here is a molecular structure, C33H70NO19P in a non-equilibrium geometry from the OMol25 dataset. Energies are from ωB97M-V/def2-TZVPD.

Output
**Kohn-Sham gap**: 2.6 eV
**LUMO energy**: 3.5 eV
**E_tot**: -85017.6316 eV
**Total charge**: -2
**2S+1**: 1

Structure (XYZ):
```
124
Properties=species:S:1:pos:R:3:forces:R:3
N 34.4670 5.4960 59.3050 -2.54 2.00 -1.97
H 34.2590 6.1740 60.0400 0.72 -0.27 0.15
H 35.1460 4.8160 59.4210 2.62 -2.62 1.13
H 35.0150 5.8930 58.3980 -2.61 -1.22 1.00
H 33.5750 4.8800 59.1850 1.99 1.32 -1.03
P 35.1210 3.3340 57.1950 7.48 2.44 -1.31
O 35.4070 2.3210 56.2000 1.28 -2.82 -3.17
O 36.2970 3.6870 58.0800 2.82 -0.82 4.05
O 33.9710 3.0550 58.0180 -4.48 8.93 5.69
O 34.9250 4.6520 56.6440 -2.69 7.47 -4.08
O 31.8700 6.5650 61.0400 0.21 0.30 -0.29
C 31.2120 6.9250 61.9870 0.81 -0.74 -1.63
O 30.1780 7.7320 61.8850 -1.81 1.55 0.83
C 29.7260 8.3670 60.6770 0.69 -2.24 -1.44
C 28.5740 9.2900 60.9360 -1.94 -5.35 1.34
C 31.4270 6.4830 63.3620 0.94 4.83 2.30
H 29.2800 7.3600 59.9890 1.95 3.50 1.22
H 30.5720 9.0580 60.3500 -0.69 -1.69 -0.55
H 28.3960 9.7770 60.0510 -0.98 1.11 -2.10
H 28.6940 9.9460 61.7050 0.77 1.95 2.13
H 27.7180 8.5470 61.2890 1.12 1.92 -1.00
H 32.5370 6.2180 63.5340 -1.49 1.37 0.10
H 31.0570 5.5740 63.5000 -2.23 -4.03 0.38
H 30.6980 7.2940 64.0700 2.93 -2.48 -1.55
O 35.2730 6.6090 62.5570 0.77 1.81 0.93
C 35.4720 7.8080 62.8120 0.20 -5.13 -1.32
O 36.4830 8.2470 63.5280 1.66 -0.30 2.14
C 37.4790 7.3130 64.1970 -3.83 -0.67 3.52
C 38.4260 8.1380 64.9090 1.80 0.91 2.64
C 34.6420 8.8260 62.2400 -0.89 -4.08 -7.36
H 37.9740 6.8300 63.4920 1.66 -2.49 -3.53
H 37.1550 6.4920 65.0030 -0.72 1.75 -2.27
H 39.2070 7.5140 65.5240 -1.45 0.81 -1.45
H 37.9010 8.7350 65.7230 0.81 -0.10 -1.35
H 38.9550 8.6600 64.1130 0.29 0.97 0.74
H 35.0710 9.2020 61.2880 0.39 0.61 1.03
H 34.3370 9.3910 62.9370 -2.14 5.24 4.61
H 33.7220 8.3170 61.7240 1.45 0.55 1.45
O 36.4030 8.1110 59.3770 5.17 -0.92 -1.11
C 37.5890 7.6600 59.0510 -5.96 0.82 1.70
O 38.6840 7.8770 59.7890 -0.44 -0.27 -1.32
C 38.7640 8.9640 60.6620 2.25 0.37 0.99
C 40.1000 8.6440 61.5010 0.29 0.77 -3.63
C 37.7460 6.5560 58.0780 -2.10 1.48 -0.16
H 37.9130 9.0600 61.3320 -0.16 -0.21 0.00
H 38.8650 9.9110 60.0870 -0.03 -0.56 0.31
H 39.9480 7.7590 62.0180 -0.71 -1.45 1.63
H 40.2390 9.5260 62.1350 0.82 -0.44 -0.07
H 41.0170 8.2160 60.7820 -2.21 2.12 1.61
H 37.0240 6.5210 57.2420 -0.02 0.27 0.58
H 37.4620 5.7250 58.6870 0.41 -1.58 0.00
H 38.6890 6.6300 57.6760 2.39 -0.79 -0.66
O 30.6490 0.9520 55.9060 -2.86 -2.37 -0.31
C 31.7250 1.2550 56.2920 3.30 -1.50 1.49
O 32.4630 0.5600 57.3320 -6.67 0.05 -4.41
C 33.6920 1.0040 57.6840 2.14 -4.57 -1.48
C 34.1590 0.0770 58.7020 2.53 2.22 2.28
C 32.3860 2.3900 55.6720 5.42 -7.44 -1.76
H 33.6800 2.1270 58.0540 -1.67 -4.86 0.74
H 34.3900 1.1860 56.8130 -1.03 -1.15 0.95
H 34.1870 -0.9330 58.5660 -0.52 -3.39 -0.82
H 33.5910 0.3600 59.5690 0.11 -1.37 0.37
H 35.2300 0.2540 59.0520 -0.88 0.41 -0.69
H 32.1720 2.8050 54.7140 -1.44 -2.31 -1.59
H 33.4010 1.9580 55.2440 -0.87 1.24 1.95
H 32.3840 3.1530 56.3420 2.48 -0.75 2.30
O 29.5230 4.9230 55.4940 1.83 1.69 -0.62
C 30.6390 5.4480 55.4640 1.17 -1.09 1.41
O 30.8740 6.8120 55.2620 -0.98 -1.22 -0.70
C 29.7980 7.4920 54.6500 1.77 3.66 1.03
C 30.1050 9.0520 54.5080 -0.17 -2.68 -1.93
C 31.9760 4.6670 55.7960 -5.05 3.24 0.68
H 28.9350 7.5650 55.1750 -2.42 -0.52 3.09
H 29.3710 7.0260 53.8500 0.04 -1.37 -3.12
H 30.5540 9.3770 55.3840 1.46 0.41 1.62
H 29.1570 9.6020 54.5560 0.15 -0.09 -1.05
H 30.7910 9.1610 53.6330 -0.81 0.74 0.66
H 32.8950 5.1670 55.6930 1.19 0.77 -0.14
H 31.9230 3.6410 55.2820 -1.61 5.85 -0.08
H 31.8490 4.3510 56.8990 0.06 1.30 -1.47
O 38.1560 3.9210 63.6140 -0.25 -0.68 0.17
C 37.9350 3.4010 62.5450 0.69 -0.42 0.60
O 37.6920 2.0250 62.3860 1.47 2.75 -1.51
C 37.5580 1.2670 63.5400 -2.99 -1.10 -3.29
C 37.3370 -0.1620 63.1640 0.28 -1.48 -0.29
C 37.9390 4.1060 61.2390 2.57 -0.10 -1.26
H 36.6850 1.6000 63.9060 -3.61 1.20 1.91
H 38.1830 1.5120 64.2680 3.72 0.36 2.83
H 38.2620 -0.3840 62.6080 -0.11 -1.12 0.65
H 36.5180 -0.5260 62.4650 0.63 1.57 0.66
H 37.0840 -0.7100 64.1090 1.05 0.01 -0.76
H 39.0090 3.9070 60.7030 -2.67 0.11 1.10
H 37.8360 5.2240 61.2160 -0.26 -1.25 0.62
H 37.1620 3.5670 60.7390 -0.24 0.26 -1.55
C 32.5220 1.6000 60.7850 0.78 2.41 1.51
C 33.3630 2.5790 61.7820 -6.92 2.74 0.30
O 32.6540 3.4100 62.5640 4.56 -4.08 -3.41
C 34.7900 2.4720 61.5280 0.86 -2.42 9.13
H 32.8250 1.8610 59.7450 0.88 -0.85 0.60
H 31.5030 1.9730 60.6290 -0.34 -0.64 1.41
H 32.7190 0.5740 61.2090 -0.74 0.98 -1.09
H 35.0710 1.3480 61.9170 -0.71 2.31 -1.53
H 35.3750 3.0320 62.3470 -0.97 -0.21 -1.22
H 35.1990 2.6600 60.6610 1.51 0.67 -5.14
C 30.0250 2.5390 57.9300 3.26 1.29 0.39
C 29.4860 3.2920 59.0560 -3.76 -1.17 3.86
O 28.8140 2.7470 60.0910 3.60 3.02 -5.35
C 29.7670 4.7700 58.9450 2.13 0.76 1.22
H 31.2210 2.7600 57.8710 -2.90 -0.28 0.28
H 29.6180 2.6140 56.9410 -0.42 1.06 -0.34
H 29.9820 1.5400 58.1020 -0.14 -3.05 0.84
H 30.9560 4.8510 58.7950 -2.39 -0.05 1.08
H 29.3750 5.2980 59.8540 0.74 -0.41 -0.75
H 29.4980 5.3360 58.0470 -0.72 -0.76 -0.12
C 32.5460 8.3200 57.5500 -2.43 -1.99 0.34
C 33.2900 9.0180 56.5140 -1.45 7.12 -0.96
O 32.9750 10.4190 56.4640 2.38 -8.21 -0.40
C 34.3780 8.3660 55.6050 -1.80 1.52 2.06
H 31.5680 8.9550 57.8330 2.55 -1.63 -0.22
H 33.2600 8.0620 58.3380 -0.10 0.76 0.60
H 32.2880 7.1930 57.3110 0.16 2.27 -0.21
H 34.1580 8.6890 54.6380 0.38 1.54 -1.60
H 34.3810 7.3310 55.4400 -0.36 -1.92 1.01
H 35.2920 8.6680 56.0800 0.78 0.34 -0.42
```
Positions in Å, forces in eV/Å.